C4H7BrO3 | ωB97M-V/def2-TZVPD

Last column: Löwdin charge in e.
Positions of all 15 atoms, in Å:
Br1 2.21 1.33 -0.88  0.708
O1 0.95 0.66 3.22  0.067
O2 -0.19 -1.29 -1.96  -0.016
O3 0.68 -0.70 0.07  -0.132
C1 0.80 0.62 0.29  -0.761
C2 -0.36 1.58 0.32  -0.107
C3 1.59 0.79 2.22  -0.085
C4 -0.35 -1.31 -0.57  -0.304
H1 0.67 -0.91 -2.08  0.062
H2 -0.34 -2.38 -0.24  0.153
H3 -1.33 -0.86 -0.50  0.125
H4 0.05 2.58 0.39  0.073
H5 -0.80 1.53 1.37  0.113
H6 2.59 1.17 2.16  0.077
H7 -0.98 1.58 -0.44  0.029

Highest occupied orbital energy ... -9.0 eV
Energy relative to the best compared isomer or geometry (same formula, charge and spin) ... 317.3 kJ/mol
F_max ... 6.1 eV/A
Electronic energy ... -2956.23468 Eh

---

C4H7BrSi | ωB97M-V/def2-TZVPD

Last column: Löwdin charge in e.
Positions of all 13 atoms, in Å:
Br1 1.73 -1.65 -0.73  0.348
Si1 0.28 -0.05 -0.07  0.159
C1 0.70 1.81 -0.20  -0.228
C2 -1.82 -0.85 -2.28  0.018
C3 0.06 -0.76 1.68  -0.289
C4 -1.18 -0.40 -1.33  -0.212
H1 1.57 1.89 0.50  0.027
H2 -0.54 -0.28 2.45  0.018
H3 1.03 1.96 -1.26  0.045
H4 -2.35 -1.52 -2.81  -0.019
H5 1.02 -1.00 2.22  0.040
H6 -0.52 -1.73 1.56  0.041
H7 0.02 2.58 0.27  0.052

Structure (SMILES) ... C#C[Si](C)(C)Br
Highest occupied orbital energy ... -10.0 eV
Energy relative to the best compared isomer or geometry (same formula, charge and spin) ... 23.1 kJ/mol
F_max ... 5.1 eV/A
Electronic energy ... -3020.09561 Eh

---

C4H7Cl | ωB97M-V/def2-TZVPD

Last column: Löwdin charge in e.
Positions of all 12 atoms, in Å:
Cl1 2.51 -0.83 0.20  0.317
C1 -0.52 -0.62 0.01  -0.286
C2 0.14 0.57 0.57  -0.328
C3 -1.95 -0.78 0.10  0.004
C4 1.44 0.81 -0.39  -0.296
H1 1.02 0.32 -1.18  -0.013
H2 -2.65 0.03 0.19  0.035
H3 -2.03 -1.74 -0.58  0.074
H4 -0.44 1.59 0.26  0.153
H5 2.14 1.69 -0.41  0.093
H6 0.07 -1.59 -0.47  0.126
H7 0.27 0.54 1.70  0.122

Structure (SMILES) ... C=CCCCl
Highest occupied orbital energy ... -9.6 eV
Energy relative to the best compared isomer or geometry (same formula, charge and spin) ... 289.6 kJ/mol
F_max ... 7.5 eV/A
Electronic energy ... -616.66725 Eh

---

C4H7Cl3N | ωB97M-V/def2-TZVPD

Last column: Löwdin charge in e.
Positions of all 15 atoms, in Å:
Cl1 0.62 1.82 -3.00  0.752
Cl2 -1.20 2.88 0.97  0.742
Cl3 1.40 -1.39 -2.01  0.591
N1 0.35 -0.40 0.23  -0.061
C1 -0.07 2.35 -1.63  -0.671
C2 -0.54 2.43 -0.50  -0.659
C3 -0.58 -0.47 1.41  0.000
C4 0.47 -1.66 -0.41  -0.436
H1 -1.59 -0.69 1.38  0.090
H2 -0.26 -1.31 2.04  0.120
H3 0.11 0.29 -0.47  0.075
H4 -0.53 0.45 1.97  0.064
H5 1.05 -2.35 0.10  0.082
H6 -0.55 -1.82 -0.64  0.101
H7 1.32 -0.12 0.55  0.211

Highest occupied orbital energy ... -13.6 eV
Charge ... +1
F_max ... 3.8 eV/A
Electronic energy ... -1591.56224 Eh

---

Computed gap between HOMO and LUMO, in the same sequence as the records: 9.53 10.75 10.32 10.11 eV.